Record 1
DFT (ωB97M-V/def2-TZVPD) results for a 6-piece molecular cluster, C6H24O6 overall.

HOMO-LUMO gap in eV: 10.1
SMILES: CO.CO.CO.CO.CO.CO
Largest force on an atom in eV/A: 1.06
HOMO energy in eV: -9.563
Energy in hartree: -694.3208

Structure (ORCA input):
```
! RIJCOSX wB97M-V def2-TZVPD def2/J DEFGRID3
* xyz 0 1
C 15.090 -17.686 7.006
O 16.266 -18.179 6.335
H 14.180 -17.977 6.486
H 15.056 -18.203 7.965
H 15.149 -16.607 7.133
H 16.988 -17.715 6.768
C 10.889 -19.205 7.247
O 10.808 -18.603 8.519
H 10.512 -20.232 7.275
H 10.334 -18.691 6.457
H 11.941 -19.278 6.947
H 11.647 -18.177 8.726
C 15.547 -20.499 3.797
O 16.694 -20.244 4.570
H 15.648 -21.467 3.293
H 14.624 -20.570 4.377
H 15.489 -19.790 2.962
H 16.504 -19.495 5.176
C 13.417 -16.723 10.444
O 12.851 -16.523 9.148
H 13.756 -15.760 10.824
H 12.765 -17.256 11.144
H 14.238 -17.436 10.331
H 12.369 -15.682 9.190
C 12.900 -13.770 7.636
O 11.827 -13.933 8.574
H 12.700 -12.946 6.946
H 13.814 -13.559 8.194
H 13.032 -14.653 7.018
H 11.597 -13.048 8.869
C 16.670 -20.217 9.194
O 16.087 -19.118 9.864
H 16.362 -20.265 8.149
H 17.754 -20.076 9.128
H 16.418 -21.184 9.633
H 16.399 -18.980 10.758
*
```

Record 2
DFT (ωB97M-V/def2-TZVPD) results for a 6-piece molecular cluster, C6H24O6 overall.

HOMO-LUMO gap in eV: 10.2
SMILES: CO.CO.CO.CO.CO.CO
Largest force on an atom in eV/A: 0.75
HOMO energy in eV: -9.672
Energy in hartree: -694.3239

Structure (ORCA input):
```
! RIJCOSX wB97M-V def2-TZVPD def2/J DEFGRID3
* xyz 0 1
C 0.747 0.203 0.389
O -0.543 -0.257 0.026
H 1.058 -0.382 1.253
H 1.485 0.013 -0.398
H 0.756 1.281 0.571
H -0.789 0.014 -0.867
C 2.736 1.977 -2.488
O 2.670 3.315 -2.973
H 3.774 1.683 -2.317
H 2.191 1.898 -1.542
H 2.233 1.328 -3.198
H 3.079 3.893 -2.324
C -1.799 -0.295 -3.483
O -1.150 0.686 -2.677
H -1.176 -1.187 -3.482
H -2.771 -0.563 -3.062
H -1.913 0.042 -4.514
H -1.731 1.448 -2.593
C -4.100 -0.870 0.132
O -4.907 -2.034 0.222
H -4.482 -0.140 0.843
H -3.048 -1.050 0.360
H -4.152 -0.424 -0.870
H -4.396 -2.765 -0.134
C -1.271 -1.087 3.386
O -1.351 -1.954 2.275
H -0.252 -0.724 3.573
H -1.890 -0.192 3.258
H -1.596 -1.642 4.263
H -0.967 -1.501 1.514
C 4.038 0.178 2.286
O 3.184 -0.592 3.133
H 5.030 0.300 2.724
H 4.109 -0.314 1.312
H 3.591 1.160 2.147
H 3.606 -1.446 3.254
*
```

Record 3
DFT (ωB97M-V/def2-TZVPD) results for a 8-piece molecular cluster, C6H24O8 overall.

HOMO-LUMO gap in eV: 8.0
SMILES: C/C=C/C=C(/C)O.O.O.O.O.O.O.O
Largest force on an atom in eV/A: 5.46
HOMO energy in eV: -7.755
Energy in hartree: -844.8099

Structure (ORCA input):
```
! RIJCOSX wB97M-V def2-TZVPD def2/J DEFGRID3
* xyz 0 1
C -0.513 3.611 -0.642
C -0.200 2.161 -0.535
C -1.156 1.242 -0.224
C -0.720 -0.232 -0.278
C -1.489 -1.267 -0.716
C -1.075 -2.665 -0.960
O -2.759 -0.893 -1.022
H -0.570 3.831 -1.780
H -1.426 3.944 0.007
H 0.348 4.287 -0.272
H 0.793 1.962 -1.006
H -2.271 1.519 -0.151
H 0.314 -0.256 -0.098
H -1.872 -3.271 -1.204
H -0.521 -3.178 -0.132
H -0.224 -2.739 -1.751
H -3.284 -1.632 -1.310
O 2.095 -0.715 2.519
H 1.150 -0.525 2.873
H 2.259 0.032 1.955
O 0.539 1.743 2.162
H -0.338 1.825 1.871
H 0.991 2.569 2.403
O -0.800 0.717 -3.697
H -1.033 -0.221 -3.907
H -0.735 0.434 -2.757
O 1.270 -3.021 1.366
H 1.357 -2.067 1.598
H 2.222 -3.263 1.255
O 2.604 0.215 -0.050
H 2.615 0.386 -0.984
H 3.357 0.508 0.389
O -2.100 1.789 2.478
H -1.819 1.191 3.300
H -2.395 1.171 1.881
O 2.541 -2.147 -1.295
H 2.227 -3.100 -1.385
H 2.644 -2.000 -0.350
*
```

Record 4
DFT (ωB97M-V/def2-TZVPD) results for a 7-piece molecular cluster, C6H25NO7 overall.

HOMO-LUMO gap in eV: 9.3
SMILES: CC(C)C[C@@H](N)C=O.O.O.O.O.O.O
Largest force on an atom in eV/A: 3.86
HOMO energy in eV: -9.344
Energy in hartree: -824.9188

Structure (ORCA input):
```
! RIJCOSX wB97M-V def2-TZVPD def2/J DEFGRID3
* xyz 0 1
C -0.690 -1.092 -3.234
C 0.811 -0.951 -2.927
C 1.582 -2.109 -3.707
C 0.798 -0.790 -1.428
C 0.188 0.575 -0.776
N 0.666 0.453 0.616
C 0.887 1.643 -1.465
O 2.120 1.599 -1.364
H -0.995 -2.061 -2.756
H -1.290 -0.354 -2.646
H -0.984 -1.180 -4.255
H 1.089 -0.087 -3.641
H 2.455 -2.351 -3.237
H 1.774 -1.687 -4.727
H 0.923 -3.019 -3.875
H 1.722 -0.844 -0.995
H 0.188 -1.590 -1.018
H -0.926 0.737 -0.778
H 0.039 1.033 1.221
H 1.678 0.714 0.832
H 0.214 2.157 -2.182
O -1.361 -3.068 -0.810
H -1.839 -2.364 -0.436
H -1.820 -3.880 -0.715
O 4.508 1.643 -0.159
H 4.957 0.838 -0.504
H 3.741 1.874 -0.791
O -4.225 -0.344 1.788
H -3.448 -0.166 2.415
H -4.718 -0.823 2.511
O -1.192 2.847 2.369
H -1.553 2.072 2.863
H -1.597 2.778 1.495
O -1.988 1.092 4.075
H -1.726 1.992 4.424
H -1.166 0.712 4.331
O -0.545 -1.162 4.322
H -1.512 -1.054 3.974
H 0.145 -1.125 3.631
*
```

Record 5
DFT (ωB97M-V/def2-TZVPD) results for a 8-piece molecular cluster, C6H25NO8 overall.

HOMO-LUMO gap in eV: 9.6
SMILES: C=N/C=C/CCCO.O.O.O.O.O.O.O
Largest force on an atom in eV/A: 2.33
HOMO energy in eV: -9.399
Energy in hartree: -900.2263

Structure (ORCA input):
```
! RIJCOSX wB97M-V def2-TZVPD def2/J DEFGRID3
* xyz 0 1
C 1.023 0.490 2.715
N 0.065 0.773 1.973
C 0.167 1.570 0.830
C 0.296 1.086 -0.402
C 0.180 2.015 -1.575
C 0.445 1.397 -2.942
C -0.498 0.227 -3.267
O -1.828 0.454 -2.675
H 2.029 0.892 2.622
H 0.882 -0.192 3.555
H 0.037 2.643 0.926
H 0.500 0.036 -0.574
H -0.742 2.574 -1.490
H 0.839 2.901 -1.559
H 1.454 0.975 -2.961
H 0.371 2.154 -3.716
H -0.298 -0.697 -2.749
H -0.680 0.072 -4.328
H -2.063 1.380 -2.734
O 1.979 -4.094 -0.499
H 1.198 -3.585 -0.186
H 2.527 -4.246 0.276
O -2.592 2.512 1.249
H -2.725 2.614 2.204
H -2.079 1.691 1.239
O -3.371 -0.204 -0.140
H -3.515 0.753 -0.107
H -2.952 -0.388 -1.006
O -2.003 -1.417 2.059
H -2.684 -1.388 1.357
H -1.563 -0.559 1.953
O -0.008 -2.482 0.591
H 0.112 -1.624 0.178
H -0.852 -2.401 1.070
O 2.953 -1.370 1.931
H 2.720 -0.985 1.076
H 2.132 -1.836 2.133
O 3.328 0.678 -0.187
H 4.169 1.152 -0.159
H 2.764 1.320 -0.641
*
```

Record 6
DFT (ωB97M-V/def2-TZVPD) results for C6H26O8Y as an isolated structure.

HOMO-LUMO gap in eV: 7.6
Largest force on an atom in eV/A: 3.77
HOMO energy in eV: -11.021
Energy in hartree: -884.4104

Structure (ORCA input):
```
! RIJCOSX wB97M-V def2-TZVPD def2/J DEFGRID3
* xyz 1 1
Y 0.880 -0.837 -0.373
C 0.371 3.243 -2.026
C 0.388 2.504 -0.722
C -0.541 3.132 0.284
O 0.072 1.183 -0.955
H 0.790 4.245 -1.904
H -0.645 3.311 -2.412
H 0.994 2.719 -2.758
H 1.427 2.595 -0.309
H -0.268 4.183 0.446
H -0.481 2.625 1.248
H -1.570 3.105 -0.080
C -1.942 0.115 2.234
C -1.875 -1.325 1.778
C -3.090 -1.670 0.920
O -0.689 -1.602 1.104
H -1.277 0.288 3.096
H -2.943 0.373 2.586
H -1.676 0.778 1.409
H -1.935 -1.963 2.683
H -2.992 -2.687 0.530
H -3.229 -0.959 0.101
H -3.999 -1.654 1.532
O 3.075 0.219 -0.220
H 3.382 0.725 0.539
H 3.613 0.524 -0.959
O 1.651 -0.660 -2.620
H 2.563 -0.675 -2.929
H 1.100 -0.666 -3.412
O 1.218 0.136 1.781
H 0.348 -0.018 2.199
H 1.712 0.753 2.329
O 2.394 -2.376 1.076
H 2.699 -2.071 1.937
H 2.210 -3.315 1.178
O -1.189 -1.269 -1.832
H -1.814 -0.575 -2.068
H -1.699 -2.072 -1.685
O 0.918 -3.077 -1.205
H 1.737 -3.485 -1.508
H 0.310 -3.802 -1.014
*
```